DFT (the ωB97M-V functional and the def2-TZVPD basis) results for a molecular structure, C34H79F3N9O10PbS at a distorted geometry.

```
137
Properties=species:S:1:pos:R:3:forces:R:3:mulliken_charge:R:1
Pb 4.847 -1.362 1.766 -1.94 0.10 -0.91 1.78
C -0.340 0.842 -0.412 -0.06 -1.43 -0.57 0.40
F -1.594 0.956 -0.976 1.75 -0.01 1.12 -0.18
F 0.562 1.090 -1.408 -0.82 -0.21 1.00 -0.16
F -0.148 1.712 0.572 -0.46 0.36 -0.51 -0.16
S -0.037 -0.913 0.398 -0.15 -0.82 0.11 0.65
O -0.068 -1.884 -0.686 -0.20 0.69 0.11 -0.53
O 1.318 -0.784 0.984 0.22 0.43 0.00 -0.49
O -1.070 -1.080 1.419 0.72 0.62 -1.00 -0.47
C -4.200 4.619 5.110 0.67 -0.05 -2.08 -1.26
C -3.836 4.781 3.572 -0.45 -0.07 0.97 -0.48
N -4.520 3.864 2.654 0.01 -0.08 1.02 0.18
C -4.160 2.475 2.926 -0.78 0.07 -1.07 -0.24
C -5.145 1.544 2.202 0.07 -0.51 1.00 -1.36
C -4.328 4.272 1.273 -0.87 0.08 -0.07 -0.28
C -5.287 5.394 0.953 0.18 0.94 -0.96 -1.34
H -3.821 3.659 5.462 -0.47 -0.03 0.19 0.32
H -5.281 4.745 5.165 0.11 -0.22 0.51 0.31
H -3.655 5.385 5.663 -0.25 0.14 0.01 0.39
H -4.107 5.806 3.320 0.08 -0.05 -0.20 0.31
H -2.761 4.669 3.436 0.50 0.11 0.08 0.36
H -3.135 2.322 2.590 0.43 -0.43 0.08 0.21
H -4.251 2.260 3.991 0.19 0.17 -0.07 0.26
H -6.113 1.629 2.696 -0.25 0.52 -0.38 0.34
H -5.222 1.683 1.124 -0.01 -0.02 0.21 0.35
H -4.918 0.503 2.433 0.50 -0.16 -0.37 0.38
H -4.491 3.481 0.542 -0.20 -0.37 0.46 0.31
H -3.320 4.608 1.031 0.53 0.17 0.33 0.22
H -6.354 5.234 1.104 0.20 -0.46 0.41 0.28
H -5.192 5.620 -0.110 0.06 0.15 -0.19 0.43
H -4.988 6.311 1.462 -0.20 0.04 0.13 0.32
C -2.802 1.604 -6.229 1.23 0.46 -0.35 -1.27
C -1.353 1.520 -5.743 0.63 0.59 -0.18 -0.37
N -0.323 2.213 -6.564 -0.84 0.27 -1.01 0.03
C 0.875 2.441 -5.753 -0.48 -0.12 0.40 -0.27
C 1.982 3.290 -6.384 -1.46 0.19 -0.62 -1.33
C -0.100 1.584 -7.889 1.08 0.04 0.13 -0.75
C 0.780 0.300 -7.919 -0.91 0.41 -0.15 -0.80
H -2.798 1.368 -7.293 -0.65 -0.25 0.10 0.31
H -3.094 2.647 -6.106 -0.28 -0.05 -0.15 0.33
H -3.440 0.969 -5.614 -0.02 -0.09 -0.32 0.36
H -1.361 2.050 -4.791 0.34 -0.38 0.27 0.37
H -0.995 0.498 -5.619 -0.33 -0.44 0.43 0.24
H 0.490 2.926 -4.856 0.19 0.23 0.10 0.38
H 1.210 1.468 -5.393 0.70 -0.34 0.08 0.32
H 2.768 3.637 -5.713 0.16 -0.70 -0.02 0.36
H 2.295 2.808 -7.310 0.71 0.02 0.23 0.26
H 1.504 4.212 -6.715 -0.12 0.15 -0.09 0.36
H 0.400 2.283 -8.559 0.03 0.43 0.18 0.37
H -1.028 1.388 -8.427 -0.26 -0.04 0.56 0.34
H 0.439 -0.359 -7.121 0.40 -0.27 -0.03 0.14
H 1.851 0.506 -7.891 -0.04 0.03 0.45 0.20
H 0.607 -0.182 -8.881 -0.06 -0.21 0.05 0.43
C -4.418 -2.233 -1.579 -0.22 0.34 -0.73 -0.90
C -4.017 -2.567 -3.031 -1.99 -0.94 -0.34 0.70
O -4.894 -2.828 -3.883 1.58 0.72 1.38 -0.67
N -2.706 -2.644 -3.292 1.48 -0.16 -0.06 0.02
C -2.179 -3.093 -4.565 -0.49 -0.11 -0.52 -0.98
H -5.228 -1.512 -1.693 -0.13 -0.10 0.19 0.29
H -3.674 -1.778 -0.925 0.33 -0.14 -0.29 0.19
H -4.820 -3.123 -1.095 -0.02 -0.03 -0.14 0.25
H -2.042 -2.660 -2.531 -0.28 0.35 0.19 0.15
H -2.889 -2.792 -5.335 0.13 -0.01 -0.04 0.34
H -2.080 -4.177 -4.631 -0.17 -0.19 0.16 0.35
H -1.192 -2.693 -4.800 -0.10 0.36 0.31 0.27
C 3.945 -7.021 -0.189 -0.49 0.34 0.47 -1.13
C 3.216 -5.690 -0.270 -0.79 0.55 -1.74 0.66
O 3.764 -4.649 0.057 0.96 1.03 1.14 -0.64
N 1.989 -5.599 -0.861 -0.02 -1.71 -0.03 -0.03
C 1.294 -6.729 -1.492 -0.41 0.41 0.18 -1.00
H 4.237 -7.426 -1.158 -0.20 0.20 -0.10 0.31
H 3.306 -7.751 0.308 0.17 -0.15 0.03 0.38
H 4.844 -6.824 0.395 -0.13 -0.21 -0.02 0.27
H 1.537 -4.708 -1.007 0.54 0.25 0.39 0.23
H 1.206 -7.594 -0.835 0.36 -0.02 -0.07 0.30
H 1.716 -6.987 -2.463 0.17 -0.19 0.12 0.32
H 0.263 -6.425 -1.675 0.05 0.11 -0.02 0.36
C 0.919 5.432 6.952 0.28 -0.11 0.20 -1.05
C 1.013 4.314 5.927 -0.10 1.46 0.54 0.65
O 1.403 4.580 4.813 0.49 -0.39 -1.17 -0.62
N 0.617 3.102 6.318 -0.41 -0.84 0.49 -0.15
C 0.764 1.939 5.431 0.78 1.20 0.34 -0.79
H 1.196 5.117 7.958 -0.24 -0.13 0.08 0.37
H -0.092 5.840 6.951 0.04 0.05 0.07 0.23
H 1.631 6.207 6.669 -0.23 -0.02 -0.14 0.30
H 0.246 3.049 7.255 0.05 -0.41 -0.28 0.23
H 0.152 2.064 4.538 -0.38 -0.51 0.27 0.22
H 0.676 1.021 6.011 -0.41 0.09 -0.35 0.39
H 1.788 2.032 5.069 0.14 -0.39 -0.15 0.23
C 3.956 -1.553 -4.224 -0.27 0.26 -0.09 -0.92
C 5.267 -1.180 -3.535 -0.89 0.31 -0.41 0.54
O 5.258 -1.104 -2.309 0.60 -0.06 0.45 -0.64
N 6.392 -0.961 -4.265 0.44 -0.08 1.64 -0.10
C 6.606 -0.965 -5.668 -1.29 -0.16 -1.47 -0.90
H 3.073 -1.107 -3.767 0.44 0.31 0.68 0.24
H 3.810 -2.616 -4.032 0.12 -0.16 -0.51 0.26
H 3.807 -1.255 -5.262 0.63 -0.49 -0.20 0.36
H 7.222 -0.824 -3.707 -0.25 0.11 0.20 0.26
H 5.993 -1.752 -6.109 0.35 -0.29 -0.18 0.32
H 7.649 -1.093 -5.957 -0.14 -0.08 0.33 0.31
H 6.214 -0.065 -6.141 0.27 0.32 0.02 0.30
C 4.709 3.489 -1.323 -1.29 0.51 0.13 -0.97
C 4.013 3.360 0.054 0.53 -2.06 -0.30 0.63
O 4.166 2.305 0.719 0.52 0.54 -0.27 -0.67
N 3.160 4.270 0.507 0.15 0.36 0.13 -0.09
C 2.617 5.448 -0.114 -0.18 0.60 -0.51 -0.97
H 5.792 3.378 -1.291 -0.23 -0.04 0.25 0.30
H 4.425 4.395 -1.859 0.35 0.41 0.38 0.38
H 4.267 2.746 -1.987 0.22 -0.55 0.31 0.24
H 2.792 4.099 1.432 0.11 -0.38 -0.05 0.19
H 1.702 5.642 0.445 0.04 0.39 -0.33 0.34
H 2.381 5.336 -1.172 -0.22 -0.49 0.08 0.31
H 3.271 6.320 -0.104 0.13 0.01 0.51 0.34
C -4.208 -3.126 4.866 0.41 -0.39 0.04 -1.03
C -3.979 -4.438 4.109 -2.03 -0.89 1.22 0.81
O -4.575 -5.468 4.479 1.10 1.34 -0.54 -0.68
N -3.205 -4.396 3.017 0.27 -0.57 -0.17 -0.05
C -3.097 -5.549 2.117 0.09 0.91 -0.63 -0.82
H -3.430 -2.389 4.669 -0.04 0.08 -0.02 0.28
H -4.233 -3.362 5.930 0.12 0.00 -0.05 0.31
H -5.183 -2.698 4.636 0.04 -0.13 -0.27 0.26
H -2.837 -3.508 2.709 -0.03 -0.15 -0.01 0.13
H -3.615 -6.446 2.454 0.19 0.40 0.46 0.33
H -2.043 -5.730 1.903 -0.02 -0.28 0.12 0.25
H -3.560 -5.242 1.179 -0.02 -0.21 -0.21 0.24
C 1.141 -3.869 5.258 -0.42 -1.17 0.64 -1.04
C 2.505 -3.441 5.736 -1.17 1.33 -0.10 0.71
O 3.203 -2.829 4.937 1.56 0.30 -0.80 -0.60
N 2.842 -3.555 7.034 -0.56 0.17 0.11 -0.18
C 4.119 -3.100 7.556 0.15 -0.50 0.27 -0.83
H 1.182 -4.140 4.203 0.10 0.03 0.16 0.23
H 0.336 -3.145 5.383 0.46 0.52 0.03 0.28
H 0.788 -4.718 5.843 0.00 -0.30 -0.14 0.36
H 2.179 -3.959 7.680 0.11 -0.02 -0.23 0.23
H 4.784 -3.954 7.426 0.65 0.46 -0.02 0.30
H 4.083 -2.878 8.622 -0.42 -0.22 -0.02 0.33
H 4.482 -2.180 7.097 -0.12 -0.34 -0.40 0.24
```
Positions in Å, forces in eV/Å.

Output
Electronic energy, eV: -94651.1940
Total charge: +1
LUMO level, Eh: -0.2784
Kohn-Sham gap, eV: 1.76